Record 1
The following is a DFT calculation (ωB97M-V with the def2-TZVPD basis set) of a structure of composition C2H4F2O3P at a distorted geometry.

Results
HOMO energy = -4.48 eV
LUMO = 3.78 eV
gap between HOMO and LUMO = 8.265 eV
DFT total energy = -845.4610 hartree

The geometry in ORCA input format:
```
! RIJCOSX wB97M-V def2-TZVPD def2/J DEFGRID3
* xyz -1 1
C 1.3325 -0.8814 1.6331
C -2.0606 0.2609 -0.9185
O 2.1408 0.8553 -1.8906
O 1.0602 0.3129 0.3387
O 2.4769 -1.3094 1.4142
F -2.5466 -0.4519 -1.9469
F -3.1346 0.9414 -0.3826
P 1.8888 1.3857 -0.5812
H 1.1193 -0.1553 2.3910
H 0.4350 -1.5679 1.3066
H -1.5416 -0.3237 -0.1430
H -1.1699 0.9334 -1.2207
*
```


Record 2
The following is a DFT calculation (ωB97M-V with the def2-TZVPD basis set) of the ion C5H15N2 with charge +1 at a distorted geometry.

Results
HOMO energy = -14.43 eV
LUMO = -3.26 eV
SMILES = CCC[C@@H]([NH3+])CN
gap between HOMO and LUMO = 11.167 eV
DFT total energy = -308.7636 hartree

The geometry in ORCA input format:
```
! RIJCOSX wB97M-V def2-TZVPD def2/J DEFGRID3
* xyz 1 1
C -2.5499 -0.9325 -0.4380
C -1.4201 -1.7197 0.2807
C -0.0669 -1.2207 -0.1946
C 0.2078 0.2459 0.0084
N 0.6489 0.5396 1.4628
C 1.3286 0.7699 -0.9059
N 1.7721 2.0948 -0.3888
H -2.8228 -0.0079 0.0648
H -2.1846 -0.6939 -1.4200
H -3.4815 -1.4745 -0.5687
H -1.5544 -2.7674 0.0236
H -1.4906 -1.4401 1.3358
H 0.0522 -1.4468 -1.2559
H 0.7631 -1.8081 0.2235
H -0.6575 0.8899 -0.0987
H 1.6370 0.7888 1.4835
H 0.2116 -0.0437 2.1770
H 0.2094 1.4394 1.6835
H 0.8290 0.9216 -1.8620
H 2.1609 0.0872 -0.8714
H 1.5662 2.8103 -1.0770
H 2.7887 2.0955 -0.4009
*
```


Record 3
The following is a DFT calculation (ωB97M-V with the def2-TZVPD basis set) of a cluster of 4 separate species, C2H12NO4 in total at a distorted geometry.

Results
HOMO energy = -14.30 eV
LUMO = -3.78 eV
gap between HOMO and LUMO = 10.524 eV
DFT total energy = -438.8434 hartree

The geometry in ORCA input format:
```
! RIJCOSX wB97M-V def2-TZVPD def2/J DEFGRID3
* xyz 1 1
O -1.3468 1.8799 -2.4284
C -1.7515 1.5232 -1.3629
C -0.8248 1.2421 -0.1936
N 0.0145 -0.0276 -0.3248
H -2.7886 1.5233 -0.9819
H -0.0682 2.0300 -0.0937
H -1.3264 1.1591 0.7654
H 0.0454 -0.3950 0.6409
H -0.3825 -0.6583 -1.0227
H 0.9290 0.3752 -0.5061
H -0.7217 -3.3999 -1.5644
H -1.5936 -2.1588 -2.0592
O -0.7032 -2.4967 -1.8986
H 2.5579 -2.0224 0.7897
H 3.6001 -0.9796 1.4364
O 2.6604 -1.2059 1.3070
H 0.0741 1.4968 3.0412
H 1.2502 0.8644 2.2953
O 0.3757 1.2502 2.1604
*
```


Record 4
The following is a DFT calculation (ωB97M-V with the def2-TZVPD basis set) of an isolated molecule of C13H4Cl8N2O at a distorted geometry.

Results
HOMO energy = -9.35 eV
LUMO = -1.53 eV
SMILES = O=C(N(Cl)c1c(Cl)cc(Cl)cc1Cl)N(Cl)c1c(Cl)cc(Cl)cc1Cl
gap between HOMO and LUMO = 7.823 eV
DFT total energy = -4363.9777 hartree

The geometry in ORCA input format:
```
! RIJCOSX wB97M-V def2-TZVPD def2/J DEFGRID3
* xyz 0 1
O -3.2984 1.3743 0.4085
C -2.1110 1.1985 0.3239
N -1.2173 2.1963 0.6929
Cl -1.9265 3.9436 0.9588
C 0.0580 2.1300 1.1075
C 0.3538 1.6403 2.4009
Cl -0.9715 1.1481 3.4792
C 1.6333 1.3217 2.8536
C 2.6458 1.5014 1.8649
Cl 4.2311 1.0817 2.4066
C 2.4366 2.2027 0.6654
C 1.1070 2.5560 0.3168
Cl 0.7889 3.3665 -1.1740
N -1.8164 -0.0719 -0.1244
Cl -3.1742 -1.3245 0.0156
C -0.5222 -0.5644 -0.2465
C 0.2181 -0.2040 -1.4569
Cl -0.3805 0.8947 -2.6797
C 1.5126 -0.7583 -1.5466
C 2.0894 -1.6556 -0.6183
Cl 3.6896 -2.3042 -0.8949
C 1.3458 -1.9553 0.5267
C 0.0970 -1.3850 0.7376
Cl -0.8682 -1.9232 2.0632
H 1.8411 0.9316 3.8498
H 3.2859 2.6030 0.1448
H 2.0497 -0.4380 -2.4026
H 1.7194 -2.6891 1.1440
*
```


Record 5
The following is a DFT calculation (ωB97M-V with the def2-TZVPD basis set) of a cluster of 2 separate species, C6H10F3NO2 in total at a distorted geometry.

Results
HOMO energy (spin up / spin down) = -8.15 / -8.09 eV
LUMO (spin up / spin down) = 0.15 / 0.07 eV
gap between HOMO and LUMO (spin up / spin down) = 8.302 / 8.157 eV
DFT total energy = -739.4104 hartree

The geometry in ORCA input format:
```
! RIJCOSX wB97M-V def2-TZVPD def2/J DEFGRID3
* xyz 0 1
C 1.8168 2.0391 -0.0099
C -0.7948 -1.8706 0.5340
C -1.1959 0.5816 0.1638
C -0.2085 -0.5686 -0.0312
C 1.1026 -0.2497 0.6346
C 2.3358 -0.8852 0.0684
N 2.0341 2.4328 -1.2308
O 1.8468 2.4906 1.1014
O 1.1413 0.1216 1.9327
F 3.4667 -0.4267 0.6236
F 2.4456 -0.6277 -1.2670
F 2.3992 -2.2350 0.1541
H -0.0711 -2.6782 0.4668
H -1.6817 -2.1496 -0.0298
H -1.0634 -1.7322 1.5773
H -2.1707 0.3053 -0.2331
H -1.2964 0.8048 1.2233
H -0.8491 1.4722 -0.3518
H -0.0179 -0.7120 -1.0999
H 2.0017 1.7660 -1.9867
H 2.3716 3.3702 -1.4295
H 1.4312 1.0747 2.0209
*
```


What are the relative energy (zero: lowest compared OMol25 entry of this formula, charge and spin) values for these records? In order: 7.0 18.2 24.9 0.0 0.0 kcal per mole.